Entry from OMol25: an isolated molecule of C4H7N3O in a non-equilibrium geometry (wB97M-V/def2-TZVPD).

The geometry in XYZ format:
```
15
Properties=species:S:1:pos:R:3:lowdin_charge:R:1
C 3.075 -0.401 -0.160 -0.001
C -0.190 0.813 0.007 -0.413
C -1.988 -0.653 0.715 -0.125
C -2.121 -0.437 -0.720 -0.141
H 3.619 0.611 -0.425 0.095
H 3.669 -1.256 -0.331 0.029
H 1.772 1.608 0.298 0.187
H -2.101 0.253 1.425 0.141
H -2.084 -1.566 1.286 0.098
H -2.350 -1.221 -1.304 0.069
H -2.542 0.568 -1.011 0.137
N 1.769 -0.440 0.193 -0.037
N 1.180 0.724 0.167 -0.015
N -0.846 -0.478 -0.132 -0.049
O -0.863 1.874 -0.008 0.024
```

* SMILES string: C=NNC(=O)N1CC1
* net charge: 0
* strongest force on any atom: 6.8 eV/Å
* E_LUMO: 0.56 eV
* relative energy (zero: lowest compared OMol25 entry of this formula, charge and spin): 3.8205 eV
* electronic energy: -10775.92683 eV